23
Properties=species:S:1:pos:R:3 method="wB97M-V/def2-TZVPD" total_charge=0 max_force_ev_per_a=4.58 total_energy_ha=-351.267137 e_above_lowest_kj_mol=165.5 homo_ev=-9.0 multiplicity=1 e_lumo_ev=0.97
C -1.4132 1.8239 0.4067
C -0.8217 0.6572 1.2122
C 0.5394 0.4681 1.4812
C 1.0786 -0.7585 1.8811
C 0.1657 -1.7723 2.1855
C -1.1461 -1.5101 2.3111
C -1.7157 -0.2190 1.8078
H -2.4358 2.0932 0.7841
H -1.2059 1.6743 -0.6754
H -0.8715 2.7396 0.5605
H 1.3629 1.0383 0.9347
H 2.1856 -0.7425 2.0082
H 0.5225 -2.6774 2.6796
H -1.6982 -2.2242 2.8531
H -2.7149 0.0618 1.7635
C 0.9237 -0.0582 -2.0056
C 1.0972 -0.1092 -3.5234
H 0.7732 -1.0775 -1.6620
H 1.7355 0.4204 -1.4973
H 0.0445 0.4544 -1.7193
H 2.1775 -0.3664 -3.8466
H 0.9419 0.9456 -4.0454
H 0.4747 -0.8617 -3.8944

---

16
Properties=species:S:1:pos:R:3 method="wB97M-V/def2-TZVPD" total_charge=+1 max_force_ev_per_a=4.56 total_energy_ha=-250.881184 e_above_lowest_kj_mol=325.9 homo_ev=-13.9 multiplicity=1 e_lumo_ev=-4.47
C 1.1706 -0.9217 1.3466
C -0.2871 -0.9008 0.8885
C 1.1818 0.4384 -0.4530
C -0.2455 0.0433 -0.2985
C -1.2781 0.0151 -1.3831
N 0.2485 1.4053 0.0936
H 1.4933 -0.3112 2.1722
H 1.7839 -1.7644 1.0834
H -0.6003 -1.8928 0.5584
H -0.9751 -0.5786 1.6741
H 1.8531 0.6218 -1.2635
H -2.2556 0.3061 -1.0019
H -1.3594 -0.9962 -1.7744
H -1.0069 0.6696 -2.2088
H 0.3103 1.6833 1.0731
H -0.0334 2.1828 -0.5067

---

52
Properties=species:S:1:pos:R:3 method="wB97M-V/def2-TZVPD" total_charge=-1 max_force_ev_per_a=0.49 total_energy_ha=-4980.620824 e_above_lowest_kj_mol=0.0 homo_ev="-5.0 / -5.0" multiplicity=2 e_lumo_ev="1.78 / 1.79"
Co 0.4511 1.9927 1.7311
F -4.1392 -1.6596 3.7287
C -2.8485 -1.3397 3.4700
F -2.1454 -1.7143 4.5518
F -2.4629 -2.1277 2.4532
C -2.6987 0.1202 3.1588
C -3.8098 0.9315 3.0719
C -3.6773 2.2764 2.7380
C -2.4095 2.7496 2.4782
N -1.3299 1.9805 2.5909
C -1.4230 0.6740 2.9211
S 0.1043 -0.1037 2.9040
H -4.7900 0.5119 3.2527
H -4.5359 2.9243 2.6493
H -2.2329 3.7702 2.1619
Cl 3.4256 -0.7150 2.0966
C 2.7704 -2.0310 1.1870
C 3.0095 -3.3007 1.6742
C 2.6007 -4.4100 0.9560
C 2.0271 -4.2214 -0.2833
C 1.8114 -2.9423 -0.7777
Cl 1.3113 -2.8732 -2.4375
C 2.0807 -1.7868 -0.0222
N 1.8336 -0.4719 -0.4397
C 0.6312 0.0531 -0.9267
C -0.4730 -0.7291 -0.9535
C -1.7387 -0.4688 -1.5500
C -2.1672 0.4848 -2.4090
C 0.0507 1.8519 -2.7244
C 0.6427 1.5329 -1.3234
C 2.0400 2.1765 -1.3281
C 2.6852 2.6446 -0.0207
O 3.6756 3.3499 -0.1007
O 2.1959 2.2321 1.1082
H 3.5192 -3.4016 2.6216
H 2.7697 -5.4072 1.3383
H 1.7647 -5.0616 -0.9102
H 2.3830 0.2079 0.0726
H -0.4112 -1.6692 -0.4275
H -2.4950 -1.2022 -1.2834
H -3.2037 0.4390 -2.7198
H 0.1111 2.9380 -2.7753
H 1.9979 3.0694 -1.9501
H 2.7625 1.5201 -1.8222
C 0.8891 0.0572 -4.1012
O 0.8561 1.4400 -3.8086
C -1.4357 1.5727 -2.9893
S -2.1905 2.5915 -4.0295
S -0.5014 2.4619 -0.2135
H 1.0440 -0.0410 -5.1764
H -0.0433 -0.4486 -3.8353
H 1.7184 -0.4281 -3.5771

---

20
Properties=species:S:1:pos:R:3 method="wB97M-V/def2-TZVPD" total_charge=0 max_force_ev_per_a=3.04 total_energy_ha=-473.681995 e_above_lowest_kj_mol=317.1 homo_ev=-7.8 multiplicity=1 e_lumo_ev=0.60
C 0.3867 -1.5990 -1.4444
C 1.1302 -0.3820 0.4577
N 1.1721 -0.1004 1.8206
O 2.2010 0.0243 -0.2603
N 0.2493 -1.1842 -0.0542
H 2.6860 0.6752 0.2625
H 0.2526 -0.0812 2.2437
H 1.8476 -0.6388 2.3485
H 0.6734 -0.7707 -2.0964
H -0.5769 -1.9853 -1.7716
H 1.1310 -2.3950 -1.5177
C -2.0885 0.2090 0.3709
C -0.4277 1.8511 0.2041
O -0.2149 1.7780 -1.1462
N -1.3236 1.2529 0.8865
H -0.9040 1.2352 -1.5542
H 0.2314 2.5664 0.6779
H -2.8828 -0.0857 1.0501
H -1.0581 -0.7156 0.1658
H -2.4849 0.3459 -0.6433

---

16
Properties=species:S:1:pos:R:3 method="wB97M-V/def2-TZVPD" total_charge=0 max_force_ev_per_a=1.93 total_energy_ha=-954.728773 e_above_lowest_kj_mol=143.9 homo_ev=-8.9 multiplicity=1 e_lumo_ev=0.59
C 1.3370 -1.5082 1.2069
C 0.1254 -0.9711 1.3579
C -0.1106 0.4657 1.6862
H 1.5008 -2.5717 1.3396
H 2.1864 -0.8741 1.4427
H -0.7644 -1.4800 0.9938
H 0.7505 1.1062 1.8586
H -0.6660 0.5121 2.6245
H -0.7434 0.9712 0.9529
C 0.1790 1.2170 -2.2930
S -0.2617 -0.5458 -2.1739
S -2.2669 -0.5075 -1.7061
H 1.2057 1.3188 -1.9519
H 0.1399 1.5338 -3.3294
H -0.4807 1.7729 -1.6368
H -2.1309 -0.4394 -0.3721

---

47
Properties=species:S:1:pos:R:3 method="wB97M-V/def2-TZVPD" total_charge=-1 max_force_ev_per_a=2.24 total_energy_ha=-2739.123760 e_above_lowest_kj_mol=66.8 homo_ev="-3.3 / -2.7" multiplicity=2 e_lumo_ev="2.70 / 2.70"
V 0.0633 0.3862 -0.5745
O -1.7626 0.1972 0.7928
C -1.2035 -0.4959 1.8918
C -0.4256 -1.6965 1.3583
N 0.6233 -1.2814 0.4324
C 0.8345 -2.3348 -0.5536
C -0.2858 -2.1692 -1.6302
O -0.7530 -3.1605 -2.1774
O -0.6043 -0.9656 -1.8284
C 1.8671 -0.8555 1.0479
C 2.6954 -0.1245 -0.0612
O 3.9148 -0.1065 0.0266
O 2.0000 0.3834 -0.9868
H -1.8795 1.1228 1.0669
H -2.0148 -0.8447 2.5536
H -0.5439 0.1592 2.4734
H -1.1307 -2.3190 0.7939
H -0.0085 -2.2896 2.1879
H 0.8146 -3.3376 -0.1022
H 1.7948 -2.1885 -1.0573
H 2.4561 -1.6870 1.4669
H 1.6683 -0.1298 1.8439
F -1.2502 2.5246 2.1459
B -0.0438 3.0435 1.6662
F 0.7363 3.4872 2.6938
F -0.2852 4.0179 0.7372
F 0.6205 1.9470 1.0121
C 1.4745 3.2248 -4.4568
N 0.7190 3.0555 -3.2383
C 1.4156 3.3346 -2.0030
C -0.4566 2.4041 -3.2032
S -1.2289 2.0245 -1.7663
N -1.0652 2.1542 -4.4379
C -1.9281 0.9873 -4.4659
C -1.6740 3.3031 -5.0838
H 2.5007 2.8834 -4.3037
H 1.5061 4.2817 -4.7488
H 1.0201 2.6424 -5.2571
H 2.2224 4.0373 -2.2005
H 1.8263 2.4045 -1.5839
H 0.7274 3.7667 -1.2753
H -1.4660 0.1829 -3.8922
H -2.0380 0.6721 -5.5062
H -2.9186 1.1945 -4.0446
H -1.0308 4.1726 -4.9834
H -2.6488 3.5343 -4.6356
H -1.8152 3.0833 -6.1434

---

16
Properties=species:S:1:pos:R:3 method="wB97M-V/def2-TZVPD" total_charge=0 max_force_ev_per_a=5.22 total_energy_ha=-475.072510 e_above_lowest_kj_mol=463.4 homo_ev=-8.4 multiplicity=1 e_lumo_ev=-0.16
C -0.3747 -0.0018 -1.7205
N 0.4502 0.6234 -0.7054
C 0.3410 0.0971 0.6947
C 0.6755 -1.0433 1.4507
O 1.3238 -2.0288 1.1780
C -0.2011 -0.6419 2.6451
O 0.4084 -0.3478 3.8599
C -0.5621 0.6452 1.7877
O -1.3949 1.5572 1.9082
H -0.7944 0.6260 -2.4610
H 0.0271 -0.8644 -2.1800
H -1.0960 -0.6065 -1.0709
H 0.1595 1.6979 -0.4972
H 1.5447 0.6766 -0.9570
H -0.9318 -1.3929 2.7918
H -0.3389 -0.0688 4.4215

---

122
Properties=species:S:1:pos:R:3 method="wB97M-V/def2-TZVPD" total_charge=0 max_force_ev_per_a=1.80 total_energy_ha=-2916.963402 e_above_lowest_kj_mol=0.0 homo_ev=-9.8 multiplicity=1 e_lumo_ev=-0.15
O -1.8928 15.7328 -4.7821
C -2.8415 16.2133 -5.3282
C -3.1723 16.2318 -6.8108
C -4.1361 17.4203 -6.8880
C -4.8528 17.2905 -5.5456
O -3.8314 16.8237 -4.6428
H -2.2776 16.3800 -7.4093
H -3.6589 15.2899 -7.0681
H -3.5567 18.3465 -6.9028
H -4.8159 17.4090 -7.7361
H -5.2930 18.2137 -5.1835
H -5.6195 16.5131 -5.6032
O 3.3190 23.2808 -8.5284
C 3.6441 22.1488 -8.3464
C 3.7329 21.3818 -7.0391
C 4.5725 20.1748 -7.4020
C 4.2623 20.0223 -8.8991
O 3.9758 21.3258 -9.3765
H 4.1516 22.0241 -6.2667
H 2.7270 21.1090 -6.7035
H 5.6303 20.3860 -7.2395
H 4.3443 19.2547 -6.8600
H 5.1532 19.5814 -9.3497
H 3.4391 19.3263 -9.0741
O 9.1121 14.0765 -6.7127
C 8.1722 14.5021 -6.1166
C 7.1938 13.7669 -5.2197
C 5.9699 14.6721 -5.2232
C 6.5025 16.0495 -5.6683
O 7.8267 15.8151 -6.1738
H 7.0486 12.7734 -5.6335
H 7.6757 13.6942 -4.2449
H 5.1229 14.2957 -5.7941
H 5.5578 14.7638 -4.2131
H 5.9073 16.4475 -6.4939
H 6.4706 16.7847 -4.8661
O 3.4591 16.2582 -2.6037
C 2.3398 16.0504 -2.2407
C 1.7500 14.7983 -1.6364
C 0.2585 14.9398 -1.9307
C 0.0815 16.4591 -2.0285
O 1.3658 16.9820 -2.3827
H 2.2084 13.9234 -2.0899
H 1.9781 14.7706 -0.5682
H 0.0492 14.4372 -2.8726
H -0.3474 14.4939 -1.1448
H -0.6474 16.7055 -2.7986
H -0.2315 16.8769 -1.0698
O 1.2997 19.6415 -4.8642
C 0.2557 19.6511 -4.2744
C -1.1270 19.4157 -4.8481
C -2.0639 19.4226 -3.6429
C -1.2229 20.1417 -2.5892
O 0.1520 19.9609 -2.9735
H -1.3129 20.3144 -5.4481
H -1.1665 18.5670 -5.5260
H -2.9736 19.9783 -3.8613
H -2.3228 18.4212 -3.3059
H -1.4275 21.2153 -2.5449
H -1.3375 19.7732 -1.5721
O 5.3080 22.3491 -1.5917
C 5.0208 21.3225 -2.1311
C 5.7699 20.6056 -3.2475
C 4.7018 19.6774 -3.8132
C 3.8362 19.4086 -2.5922
O 3.9223 20.6092 -1.7955
H 6.1352 21.3214 -3.9784
H 6.6121 20.0893 -2.7812
H 4.1151 20.2393 -4.5437
H 5.0263 18.7508 -4.2836
H 2.7989 19.1931 -2.8240
H 4.2243 18.5806 -1.9957
O 5.8532 12.9660 -10.4711
C 5.9404 14.1518 -10.3768
C 5.6190 15.0398 -9.1913
C 5.4866 16.4296 -9.7972
C 6.3416 16.3215 -11.0622
O 6.3492 14.9260 -11.4161
H 4.7721 14.6748 -8.6176
H 6.4841 14.9854 -8.5179
H 4.4419 16.5714 -10.0851
H 5.8196 17.2381 -9.1527
H 5.9694 16.8802 -11.9165
H 7.3782 16.6137 -10.8718
O 1.4688 12.3812 -3.8055
C 0.4800 11.8921 -4.2681
C -0.6244 12.5523 -5.0611
C -1.3944 11.3803 -5.6643
C -1.0132 10.2128 -4.7354
O 0.2199 10.5708 -4.1318
H -1.2507 13.1747 -4.4213
H -0.2107 13.2177 -5.8152
H -2.4707 11.5443 -5.6491
H -1.0918 11.1523 -6.6846
H -1.7641 10.0556 -3.9588
H -0.8825 9.2802 -5.2779
C 0.9097 16.3707 -7.1895
C 1.3336 15.9428 -5.7782
C 2.8150 16.3384 -5.6825
O 3.2493 16.4420 -7.0379
C 2.1668 17.0649 -7.7134
H 0.0701 17.0680 -7.2320
H 0.6677 15.5203 -7.8267
H 1.1999 14.8748 -5.6161
H 0.7614 16.4319 -4.9866
H 3.3952 15.5894 -5.1484
H 2.9677 17.2838 -5.1481
H 2.3205 16.9282 -8.7873
H 2.2057 18.1477 -7.5249
C -0.1945 19.1917 -9.3215
C -0.2084 20.2209 -8.2137
C 0.1493 21.5274 -8.9846
O -0.0183 21.2326 -10.3600
C -0.7462 20.0178 -10.4767
H -0.7962 18.3018 -9.1158
H 0.8163 18.8704 -9.5812
H 0.4937 20.0302 -7.3999
H -1.2153 20.2805 -7.7886
H 1.2103 21.6835 -8.7943
H -0.4152 22.3641 -8.5716
H -0.5119 19.5973 -11.4530
H -1.8306 20.1619 -10.3921

---

16
Properties=species:S:1:pos:R:3 method="wB97M-V/def2-TZVPD" total_charge=0 max_force_ev_per_a=4.42 total_energy_ha=-723.101654 e_above_lowest_kj_mol=175.1 homo_ev=-9.6 multiplicity=1 e_lumo_ev=0.57
O -0.4967 -2.3945 -0.5229
C 0.1684 -1.3628 -0.8154
N -0.2643 -0.1404 -0.5675
C 0.6292 1.0863 -0.8821
C 1.3814 1.4362 0.4290
S 2.1603 0.1798 1.4080
H 1.2009 -1.4456 -1.2934
H -1.2060 -0.1291 -0.2181
H 1.2073 0.8372 -1.8636
H -0.0250 1.8979 -1.1896
H 2.1514 2.2268 0.1331
H 0.8756 2.2390 1.1408
H 1.2072 0.0286 2.3893
O -3.2118 -1.1682 0.4920
H -2.6968 -1.8150 -0.0430
H -3.0810 -1.4762 1.4034

---

114
Properties=species:S:1:pos:R:3 method="wB97M-V/def2-TZVPD" total_charge=0 max_force_ev_per_a=4.13 total_energy_ha=-3284.342480 e_above_lowest_kj_mol=336.1 homo_ev=-10.1 multiplicity=1 e_lumo_ev=-1.29
O 2.4521 -9.2604 5.9834
N 3.2665 -8.8156 5.1724
O 4.4704 -8.9866 5.3416
C 2.6826 -8.2258 3.9942
C 3.5087 -8.1776 2.8295
C 3.0197 -7.6938 1.6514
C 1.7405 -7.1251 1.6065
C 0.9857 -7.1360 2.7782
C 1.4113 -7.6482 3.9941
H 4.5005 -8.6021 2.8788
H 3.6957 -7.7856 0.8142
H 1.2382 -6.7917 0.7104
H -0.0199 -6.7781 2.6139
H 0.6946 -7.7729 4.7923
O -5.4541 -2.3531 2.7206
N -4.5530 -2.0223 3.4508
O -4.0388 -2.8183 4.2559
C -3.9829 -0.6902 3.2951
C -4.6461 0.3003 2.6260
C -4.0837 1.5700 2.3922
C -2.8966 1.8742 2.9525
C -2.1911 0.8556 3.6325
C -2.6968 -0.4397 3.8524
H -5.6588 0.1034 2.3065
H -4.6511 2.2907 1.8221
H -2.5895 2.9010 2.8193
H -1.2714 1.2224 4.0638
H -2.1614 -1.1864 4.4200
O 2.3113 4.9756 0.9680
N 1.6523 5.8877 0.5297
O 1.1841 5.8347 -0.6261
C 1.2775 7.0143 1.3746
C 0.7686 8.2531 0.8177
C 0.4662 9.3564 1.6413
C 0.6579 9.1397 3.0203
C 1.2981 8.0073 3.5916
C 1.6899 6.9726 2.7372
H 0.5616 8.3116 -0.2407
H 0.1068 10.3204 1.3126
H 0.5060 10.0123 3.6383
H 1.3996 7.9239 4.6636
H 2.0966 6.0912 3.2106
O 3.3542 1.7777 -4.9841
N 4.0193 1.9482 -5.9450
O 4.2706 1.0889 -6.7559
C 4.6345 3.2615 -6.1286
C 5.4415 3.4779 -7.2402
C 6.2037 4.6369 -7.4479
C 5.9877 5.6992 -6.5294
C 5.1149 5.5655 -5.4539
C 4.4333 4.3819 -5.2712
H 5.6421 2.6391 -7.8902
H 6.8763 4.6925 -8.2910
H 6.4542 6.6682 -6.6286
H 4.7794 6.3128 -4.7499
H 3.6646 4.3073 -4.5163
O -4.6464 -0.8562 -1.5893
N -3.6681 -0.3242 -2.0414
O -3.7768 0.5198 -2.8731
C -2.3783 -0.7286 -1.5721
C -2.2066 -1.8469 -0.7372
C -0.9617 -2.2477 -0.2937
C 0.1300 -1.4466 -0.5672
C -0.0462 -0.2842 -1.2516
C -1.2479 0.0183 -1.8172
H -3.0691 -2.4692 -0.5496
H -0.8684 -3.1277 0.3253
H 1.0823 -1.6853 -0.1172
H 0.7957 0.3872 -1.3337
H -1.3660 0.9028 -2.4257
O 1.1495 -2.9599 6.3687
N 1.4320 -2.0395 7.0860
O 1.3187 -2.0803 8.3117
C 2.0099 -0.8680 6.3572
C 2.1326 -0.7824 4.9295
C 2.6382 0.3336 4.2597
C 3.1825 1.3253 5.0492
C 3.1627 1.3023 6.4365
C 2.5165 0.2212 7.0414
H 1.8468 -1.6059 4.2918
H 2.6661 0.4738 3.1892
H 3.5877 2.2095 4.5798
H 3.5058 2.1609 6.9946
H 2.5646 0.1972 8.1201
C -0.3024 -0.5673 -7.2648
C -1.6086 -1.1562 -7.2872
N -2.6727 -1.6088 -7.2156
H 0.3173 -1.3803 -6.8865
H -0.3041 0.2503 -6.5440
H -0.0139 -0.3065 -8.2831
C -9.6115 2.2123 -1.9745
C -10.0227 1.0113 -2.6963
N -10.3845 0.1149 -3.3799
H -10.1971 2.3696 -1.0688
H -9.6477 3.1114 -2.5897
H -8.5463 2.1130 -1.7661
C -0.2892 -5.4203 -4.1432
C -0.0610 -5.2154 -5.5785
N 0.1265 -4.9672 -6.6833
H -0.6516 -4.5859 -3.5427
H 0.6834 -5.6577 -3.7122
H -0.9515 -6.2849 -4.0991
C 6.5159 1.1573 -1.5859
C 6.1095 -0.1835 -1.2567
N 5.7521 -1.2697 -1.0926
H 5.7615 1.6117 -2.2281
H 7.4870 1.0006 -2.0555
H 6.6163 1.8135 -0.7213
C -9.1522 -3.4220 -0.4558
C -9.2918 -2.1488 0.3612
N -9.4371 -1.1777 0.9763
H -8.1260 -3.7700 -0.5740
H -9.5670 -3.4619 -1.4630
H -9.6402 -4.2477 0.0619

---

14
Properties=species:S:1:pos:R:3 method="wB97M-V/def2-TZVPD" total_charge=0 max_force_ev_per_a=7.71 total_energy_ha=-938.404947 e_above_lowest_kj_mol=0.0 homo_ev=-10.0 multiplicity=1 e_lumo_ev=-0.98
C 0.2084 -1.0627 1.1631
C -0.6907 0.0547 0.8441
C -0.7903 0.7439 -0.3049
H 2.0551 -0.1333 0.1631
H 2.2394 -1.8083 0.8419
H 0.0058 1.6207 -2.1722
N 1.5586 -0.9185 1.0659
N -1.7901 0.2193 1.6631
N -2.6143 1.0694 1.2999
N 0.0897 0.8451 -1.3910
N 0.7400 -0.2772 -1.8364
O -0.2955 -2.0582 1.7093
O 1.4967 -0.0464 -2.7616
S -2.2129 1.7516 -0.2844

---

16
Properties=species:S:1:pos:R:3 method="wB97M-V/def2-TZVPD" total_charge=+1 max_force_ev_per_a=5.50 total_energy_ha=-584.997319 e_above_lowest_kj_mol=154.4 homo_ev="-9.4 / -14.5" multiplicity=3 e_lumo_ev="-4.36 / -9.23"
C -2.6712 1.5965 -0.1043
C -0.3776 -1.2312 0.9137
C -0.3282 -0.6027 -1.3516
C 0.3011 1.0719 0.2516
N -0.1159 -0.1399 0.0225
O -3.5909 2.1970 0.2104
I 3.5878 0.2885 -0.0177
H 0.0100 -2.2191 0.8218
H -0.1032 -0.7964 1.9864
H -1.3998 -1.2858 0.7784
H -0.2643 0.2801 -1.9721
H 0.3239 -1.3471 -1.4858
H -1.2694 -0.9205 -1.5522
H 0.4841 1.8686 -0.4514
H 0.4445 1.2920 1.2224
H 4.9691 -0.0521 0.7278